Record 1
Density functional theory data (ωB97M-V/def2-TZVPD) for a molecular structure, CH15NO6 in a non-equilibrium geometry.

Properties
DFT total energy	-553.2148	Eh
E_LUMO (alpha / beta)	3.51 / 0.43	eV
expectation value of S²	0.75
energy relative to the best compared isomer or geometry (same formula, charge and spin)	30.7	kcal per mole
Kohn-Sham gap (alpha / beta)	8.39 / 5.31	eV

Structure (ORCA input):
```
! wB97M-V def2-TZVPD RIJCOSX def2/J DEFGRID3
* xyz -1 2
C 0.194 0.558 1.558
N 0.253 -0.806 2.031
H 1.104 0.810 1.008
H -0.616 0.702 0.814
H -0.052 1.250 2.361
H -2.763 -0.971 1.595
H -0.578 -1.051 2.582
O -1.912 -1.269 1.260
H 2.127 1.124 -0.990
H 1.972 3.051 -1.374
O 1.810 2.392 -0.699
H 3.179 -0.033 -1.439
H 1.222 -1.259 -0.925
O 2.229 0.115 -1.464
H -1.211 1.923 -1.802
H -0.059 2.151 -0.809
O -1.030 2.013 -0.865
H -1.993 -1.486 0.094
H -2.499 -2.280 -1.546
O -1.855 -1.732 -1.094
H 0.097 -1.387 1.192
H -0.263 -1.850 -0.923
O 0.644 -1.969 -0.564
*
```

Record 2
Density functional theory data (ωB97M-V/def2-TZVPD) for 8 unconnected molecules or ions with the total composition C24H66O30P6 in a non-equilibrium geometry.

Properties
DFT total energy	-5259.6221	Eh
E_LUMO	0.38	eV
SMILES string	COP(=O)(OC)OC.COP(=O)(OC)OC.COP(=O)(OC)OC.COP(=O)(OC)OC.COP(=O)(OC)OC.COP(=O)(OC)OC.COC(=O)OC.COC(=O)OC
energy relative to the best compared isomer or geometry (same formula, charge and spin)	80.2	kcal per mole
Kohn-Sham gap	10.51	eV

Structure (ORCA input):
```
! wB97M-V def2-TZVPD RIJCOSX def2/J DEFGRID3
* xyz 0 1
C 3.828 -4.492 9.698
O 2.694 -5.182 9.689
P 1.911 -5.416 8.270
O 2.698 -5.865 7.073
O 0.621 -6.352 8.694
C -0.245 -6.047 9.673
O 1.176 -3.951 8.094
C -0.011 -3.521 7.394
H 4.631 -5.224 9.792
H 3.786 -3.843 10.573
H 4.080 -3.924 8.803
H 0.008 -5.198 10.307
H -0.151 -7.048 10.095
H -1.328 -5.953 9.603
H 0.275 -2.552 6.985
H -0.838 -3.309 8.072
H -0.481 -4.121 6.615
C -8.417 8.354 1.074
O -8.040 7.699 -0.200
P -7.471 6.111 -0.502
O -7.035 5.974 -1.896
O -8.605 5.134 -0.104
C -10.040 5.432 -0.378
O -6.346 5.851 0.564
C -6.545 5.784 1.974
H -9.393 8.841 1.074
H -7.777 9.229 1.184
H -8.170 7.821 1.992
H -10.394 4.809 -1.199
H -10.113 6.418 -0.836
H -10.552 5.360 0.582
H -7.442 5.316 2.379
H -6.523 6.753 2.472
H -5.621 5.284 2.265
C 2.497 1.400 2.930
O 1.497 1.885 2.000
P 1.042 0.979 0.755
O 0.609 1.759 -0.395
O -0.137 -0.042 1.283
C -1.443 -0.079 0.718
O 2.374 0.102 0.527
C 3.340 0.441 -0.522
H 3.217 0.673 2.553
H 2.248 0.756 3.773
H 3.209 2.124 3.327
H -1.719 0.892 0.307
H -2.239 -0.329 1.419
H -1.539 -0.754 -0.133
H 3.268 1.460 -0.903
H 3.208 -0.352 -1.258
H 4.352 0.362 -0.124
C 8.003 -2.629 3.604
O 8.627 -1.759 2.734
P 9.606 -0.594 3.449
O 8.884 0.472 4.184
O 10.658 -1.509 4.372
C 11.522 -0.775 5.332
O 10.476 -0.083 2.232
C 10.384 1.243 1.703
H 7.867 -2.282 4.628
H 8.501 -3.596 3.542
H 6.984 -2.791 3.252
H 10.886 -0.472 6.164
H 11.939 0.094 4.824
H 12.229 -1.449 5.815
H 10.097 1.398 0.663
H 11.262 1.868 1.867
H 9.657 1.844 2.250
C -1.674 1.043 -7.098
O -2.536 0.665 -8.129
P -4.078 0.908 -7.872
O -4.434 2.354 -7.577
O -4.784 0.236 -9.114
C -4.492 -1.178 -9.438
O -4.368 -0.147 -6.608
C -5.687 -0.499 -6.230
H -1.933 1.684 -6.255
H -0.745 1.360 -7.572
H -1.384 0.161 -6.527
H -4.193 -1.372 -10.468
H -5.522 -1.502 -9.288
H -3.842 -1.623 -8.685
H -6.236 -0.407 -7.167
H -6.177 0.190 -5.541
H -5.776 -1.560 -5.999
C -12.127 -10.632 -1.455
O -11.752 -9.319 -1.508
P -11.305 -8.556 -0.125
O -10.181 -9.223 0.616
O -10.706 -7.050 -0.682
C -9.584 -7.013 -1.550
O -12.677 -8.171 0.687
C -13.834 -7.693 0.009
H -11.530 -11.167 -2.195
H -13.129 -10.830 -1.836
H -12.053 -11.125 -0.486
H -8.920 -6.157 -1.430
H -9.919 -6.945 -2.585
H -8.986 -7.916 -1.423
H -13.539 -7.406 -1.001
H -13.936 -6.736 0.521
H -14.738 -8.302 0.044
C 8.904 10.606 -0.717
O 8.420 9.340 -0.175
C 8.589 8.196 -0.936
O 9.497 7.915 -1.627
O 7.602 7.323 -0.727
C 6.480 7.471 0.241
H 9.926 10.479 -1.075
H 8.922 11.416 0.011
H 8.510 10.877 -1.697
H 5.961 8.354 -0.130
H 6.805 7.771 1.237
H 5.848 6.603 0.052
C 9.820 2.347 -7.122
O 9.153 1.118 -7.081
C 7.792 0.969 -7.209
O 6.993 1.864 -7.433
O 7.561 -0.414 -7.195
C 6.312 -1.093 -7.363
H 9.780 3.000 -6.251
H 9.415 3.029 -7.869
H 10.853 2.199 -7.435
H 6.434 -1.721 -8.246
H 5.493 -0.391 -7.523
H 6.174 -1.756 -6.509
*
```

Record 3
Density functional theory data (ωB97M-V/def2-TZVPD) for 2 unconnected molecules or ions with the total composition C19H29FO7S.

Properties
DFT total energy	-1765.9781	Eh
E_LUMO	-0.92	eV
SMILES string	CCC[C@H](C)C1=C(COO)C(=O)C(O)=C(CCCF)C1=O.O=S1(=O)CCCC1
Kohn-Sham gap	8.47	eV

Structure (ORCA input):
```
! wB97M-V def2-TZVPD RIJCOSX def2/J DEFGRID3
* xyz 0 1
C 2.034 -2.206 1.837
C 0.873 -1.194 1.736
C 1.045 -0.249 0.553
C -0.040 0.842 0.398
C 0.055 1.895 1.515
C -1.403 0.192 0.227
C -1.858 -0.158 -0.989
C -1.106 0.055 -2.280
O -1.009 -1.135 -3.048
O -0.254 -2.043 -2.214
C -3.221 -0.728 -1.175
O -3.775 -0.696 -2.254
C -3.927 -1.266 0.020
O -5.035 -2.017 -0.241
C -3.466 -1.004 1.249
C -4.128 -1.490 2.507
C -3.267 -2.494 3.303
C -2.659 -3.600 2.458
F -3.591 -4.090 1.535
C -2.254 -0.153 1.418
O -1.965 0.203 2.543
H 2.886 -1.871 1.237
H 2.391 -2.316 2.861
H 1.748 -3.184 1.448
H -0.054 -1.756 1.590
H 0.796 -0.637 2.669
H 1.082 -0.859 -0.358
H 2.008 0.268 0.636
H 0.202 1.367 -0.526
H 0.779 2.664 1.256
H 0.286 1.461 2.483
H -0.898 2.415 1.635
H -1.661 0.735 -2.927
H -0.095 0.420 -2.103
H -0.206 -2.808 -2.803
H -5.787 -1.441 -0.425
H -5.100 -1.918 2.273
H -4.283 -0.628 3.161
H -2.451 -1.931 3.761
H -3.882 -2.940 4.086
H -2.365 -4.445 3.085
H -1.786 -3.256 1.899
O 1.287 3.269 -2.487
S 2.430 3.203 -1.611
O 2.294 3.502 -0.208
C 3.214 1.604 -1.819
C 4.209 1.821 -2.954
C 4.881 3.171 -2.667
C 3.770 4.170 -2.325
H 2.448 0.862 -2.033
H 3.719 1.365 -0.883
H 4.934 1.010 -3.004
H 3.681 1.859 -3.908
H 5.560 3.068 -1.819
H 5.467 3.519 -3.516
H 4.074 4.917 -1.596
H 3.370 4.658 -3.211
*
```